{
  "formula": "C16H40BrCl16N6O12V",
  "method": "ωB97M-V/def2-TZVPD",
  "multiplicity": 3,
  "e_homo_ev": [-8.87, -9.04],
  "elements": ["N", "H", "H", "H", "H", "N", "H", "H", "H", "H", "V", "N", "O", "O", "O", "N", "O", "O", "O", "N", "O", "O", "O", "N", "O", "O", "O", "Br", "Cl", "C", "C", "Cl", "H", "H", "H", "H", "Cl", "C", "C", "Cl", "H", "H", "H", "H", "Cl", "C", "C", "Cl", "H", "H", "H", "H", "Cl", "C", "C", "Cl", "H", "H", "H", "H", "Cl", "C", "C", "Cl", "H", "H", "H", "H", "Cl", "C", "C", "Cl", "H", "H", "H", "H", "Cl", "C", "C", "Cl", "H", "H", "H", "H", "Cl", "C", "C", "Cl", "H", "H", "H", "H"],
  "positions_angstrom": [[-2.988, -1.723, 1.582], [-3.545, -2.139, 2.314], [-3.497, -0.968, 1.145], [-2.854, -2.302, 0.765], [-2.087, -1.375, 1.877], [3.087, 2.094, -1.402], [3.543, 1.238, -1.683], [3.533, 2.471, -0.578], [2.160, 1.850, -1.083], [3.005, 2.756, -2.160], [1.982, -3.274, -0.775], [0.629, -0.330, 0.491], [-0.404, -0.504, 1.183], [0.959, 0.838, 0.186], [1.314, -1.268, 0.153], [-0.795, -3.559, -0.701], [0.089, -3.744, 0.145], [-2.014, -3.329, -0.485], [-0.144, -3.309, -1.620], [3.217, -1.202, -2.174], [3.699, -1.770, -1.221], [3.681, -0.215, -2.726], [2.185, -1.818, -2.450], [2.820, -5.434, -2.187], [1.814, -5.389, -1.501], [3.240, -6.396, -2.731], [3.358, -4.363, -2.164], [3.251, -4.001, 1.378], [-1.047, 6.789, -4.569], [-0.235, 5.612, -3.489], [1.244, 6.014, -3.429], [2.130, 4.899, -2.225], [-0.423, 4.604, -3.856], [-0.672, 5.760, -2.502], [1.329, 7.052, -3.109], [1.611, 5.868, -4.445], [-1.985, -1.803, -5.282], [-3.257, -1.281, -4.139], [-2.579, -0.273, -3.176], [-3.732, 0.139, -1.882], [-3.526, -2.246, -3.711], [-4.069, -0.790, -4.676], [-2.336, 0.636, -3.726], [-1.623, -0.630, -2.791], [2.951, 0.063, 4.641], [3.516, -0.890, 3.185], [4.793, -0.340, 2.580], [4.345, 1.205, 1.805], [2.652, -0.838, 2.522], [3.710, -1.891, 3.569], [5.185, -1.044, 1.847], [5.550, -0.317, 3.364], [-3.987, 1.378, 1.598], [-4.148, 2.873, 0.673], [-2.789, 3.561, 0.902], [-2.672, 5.191, 0.076], [-4.995, 3.443, 1.054], [-4.282, 2.597, -0.373], [-1.937, 2.982, 0.545], [-2.720, 3.821, 1.959], [-4.110, -3.890, 3.282], [-3.179, -5.496, 3.348], [-2.547, -5.815, 1.940], [-3.651, -6.071, 0.593], [-3.866, -6.304, 3.600], [-2.453, -5.479, 4.161], [-1.965, -6.732, 2.025], [-1.772, -5.058, 1.811], [-0.401, 2.905, 4.435], [0.676, 2.829, 2.977], [1.378, 4.159, 2.782], [2.505, 4.026, 1.376], [0.162, 2.608, 2.042], [1.496, 2.141, 3.186], [1.964, 4.403, 3.668], [0.629, 4.927, 2.591], [0.757, 3.171, -6.335], [0.444, 1.390, -6.178], [1.063, 0.967, -4.810], [0.312, 1.866, -3.467], [0.909, 0.943, -7.056], [-0.611, 1.117, -6.202], [2.150, 1.046, -4.804], [0.922, -0.109, -4.707], [-0.697, -2.761, 4.144], [-0.356, -1.727, 5.642], [-0.920, -0.301, 5.347], [-2.662, -0.309, 5.058], [0.709, -1.846, 5.837], [-0.927, -2.180, 6.452], [-0.415, 0.239, 4.546], [-0.781, 0.364, 6.199]],
  "forces_ev_per_angstrom": [[-0.542, 1.186, -1.012], [0.229, -0.390, 0.197], [-0.216, 0.907, 0.259], [0.595, -1.395, -0.130], [0.708, 0.125, 0.311], [-0.184, 0.264, 0.656], [0.441, -0.808, -0.500], [0.427, 0.349, 0.155], [-0.940, -0.535, 0.231], [0.142, 0.298, -0.277], [-0.140, -0.805, 0.181], [-1.884, 1.836, 1.058], [0.412, 0.016, -0.400], [0.079, -0.108, -0.143], [1.596, -1.887, -0.904], [-0.564, 2.106, 4.735], [-0.050, -2.736, 8.211], [1.638, -1.374, -0.846], [0.284, 2.412, -12.372], [-0.708, -1.773, 0.933], [3.950, 0.049, 3.521], [-0.325, 0.157, -0.400], [-3.705, 0.573, -3.549], [0.123, -1.176, 0.287], [-4.596, -0.822, 2.580], [0.360, -1.520, -1.034], [3.840, 5.188, -0.992], [-0.643, 0.359, -1.053], [0.081, -0.167, -0.041], [0.159, 0.486, 0.830], [-0.770, -0.924, -0.323], [-0.615, 1.196, -0.903], [0.227, 0.188, -0.017], [-0.145, -0.246, -0.101], [0.306, -0.313, 0.161], [0.692, -0.009, 0.367], [0.167, 0.263, -0.540], [1.001, 0.176, 0.450], [-0.230, -0.522, -0.958], [0.133, 0.031, 0.233], [-0.418, 0.555, 0.473], [0.052, -0.291, 0.028], [-0.266, 0.032, 0.076], [-0.353, -0.295, 0.367], [0.283, -0.027, -0.218], [-0.094, -0.134, 0.480], [-0.798, -0.812, 0.326], [0.709, 0.146, 0.136], [0.363, -0.396, -0.114], [-0.289, 0.020, -0.244], [-0.369, 0.149, -0.330], [0.031, 0.955, -0.097], [-0.356, -0.532, 0.487], [1.091, 0.487, -0.559], [-0.615, 1.022, -0.028], [-0.209, -0.612, 0.046], [0.209, -0.044, -0.051], [-0.099, 0.134, 0.114], [-0.267, -0.101, 0.134], [0.304, -0.315, -0.080], [0.171, -1.678, 0.692], [-0.410, -0.642, -1.606], [0.855, 0.260, 2.149], [-0.078, 0.421, 0.245], [-0.495, 0.467, -0.028], [0.202, 0.573, -0.379], [-0.216, -0.151, 0.247], [-0.349, 0.295, -0.920], [0.315, 0.153, -0.859], [1.002, 0.356, -0.067], [-0.497, 0.132, 0.470], [-0.352, 0.302, 0.297], [-0.348, -0.526, 0.477], [-0.552, -0.587, -0.027], [0.058, 0.132, -0.247], [0.378, 0.202, -0.199], [-0.492, -0.329, -0.349], [0.754, 0.335, 1.160], [-0.016, -0.834, -1.691], [0.248, -0.389, -0.006], [0.255, -0.170, 0.388], [-0.064, 0.585, 0.042], [-0.125, 0.662, 0.147], [-0.508, 0.021, 0.450], [0.383, 0.322, 0.715], [-1.290, 0.226, -1.090], [1.385, -0.304, 0.689], [-0.305, -0.112, -0.214], [-0.121, 0.593, -0.175], [0.045, 0.000, -0.116], [-0.136, -0.603, -0.278], [0.066, -0.312, 0.278]]
}

=====

{
  "formula": "CH4SSi",
  "method": "ωB97M-V/def2-TZVPD",
  "de_lowest_ev": 2.9047,
  "e_homo_ev": -11.02,
  "elements": ["C", "Si", "S", "H", "H", "H", "H"],
  "positions_angstrom": [[-2.563, -1.643, 1.927], [-0.102, -0.186, 0.112], [-1.697, -2.865, 1.843], [-0.384, -0.295, 1.546], [0.232, 1.130, -0.259], [-1.217, -0.494, -0.836], [0.903, -1.113, 0.011]],
  "forces_ev_per_angstrom": [[-0.997, 1.116, 0.133], [-2.190, 0.383, 0.245], [0.742, -1.467, -0.014], [-0.339, 0.429, 0.046], [0.724, 1.374, -0.236], [0.084, -0.241, 0.466], [1.976, -1.594, -0.640]]
}

=====

{
  "formula": "C21H54N2O7",
  "method": "ωB97M-V/def2-TZVPD",
  "smiles": "COCCNCCOC.COCCNCCOC.CC(C)O.CC(C)O.CC(C)O",
  "de_lowest_ev": 0.0000,
  "e_homo_ev": -8.92,
  "elements": ["C", "O", "C", "C", "N", "C", "C", "O", "C", "H", "H", "H", "H", "H", "H", "H", "H", "H", "H", "H", "H", "H", "H", "H", "C", "O", "C", "C", "N", "C", "C", "O", "C", "H", "H", "H", "H", "H", "H", "H", "H", "H", "H", "H", "H", "H", "H", "H", "C", "C", "C", "O", "H", "H", "H", "H", "H", "H", "H", "H", "C", "C", "C", "O", "H", "H", "H", "H", "H", "H", "H", "H", "C", "C", "C", "O", "H", "H", "H", "H", "H", "H", "H", "H"],
  "positions_angstrom": [[-1.985, 4.073, 0.076], [-2.200, 3.288, 1.217], [-3.069, 2.214, 0.939], [-3.399, 1.418, 2.156], [-2.311, 0.558, 2.581], [-2.697, -0.344, 3.690], [-1.444, -0.736, 4.440], [-0.907, 0.460, 4.976], [0.487, 0.455, 5.159], [-1.201, 4.807, 0.270], [-2.873, 4.578, -0.312], [-1.558, 3.451, -0.731], [-2.661, 1.577, 0.139], [-4.007, 2.578, 0.486], [-4.233, 0.760, 1.879], [-3.809, 1.984, 3.005], [-1.506, 1.068, 2.930], [-3.145, -1.238, 3.245], [-3.441, 0.114, 4.352], [-0.729, -1.206, 3.753], [-1.666, -1.413, 5.271], [0.951, 0.497, 4.164], [0.869, -0.395, 5.735], [0.788, 1.349, 5.704], [1.980, 1.229, -3.889], [2.191, -0.142, -3.778], [3.504, -0.610, -4.138], [3.746, -1.863, -3.298], [2.842, -2.887, -3.756], [2.793, -4.053, -2.881], [1.590, -4.929, -3.199], [0.396, -4.447, -2.596], [0.160, -4.977, -1.308], [2.705, 1.687, -4.577], [2.036, 1.754, -2.928], [0.996, 1.430, -4.322], [4.239, 0.160, -3.900], [3.399, -0.870, -5.194], [3.669, -1.511, -2.262], [4.781, -2.140, -3.533], [1.909, -2.480, -3.764], [2.711, -3.750, -1.826], [3.698, -4.651, -3.018], [1.815, -5.942, -2.840], [1.401, -4.952, -4.273], [1.046, -4.919, -0.670], [-0.258, -5.983, -1.394], [-0.602, -4.343, -0.846], [1.440, -1.509, -0.371], [0.702, -0.808, 0.752], [0.887, 0.709, 0.727], [-0.700, -1.136, 0.654], [2.471, -1.738, -0.085], [1.544, -0.811, -1.210], [0.990, -2.428, -0.734], [1.071, -1.200, 1.714], [0.510, 1.130, 1.659], [0.301, 1.098, -0.107], [1.944, 0.923, 0.577], [-1.109, -0.548, 1.306], [-1.395, -1.346, -2.882], [-2.781, -1.343, -3.480], [-3.520, -0.088, -3.124], [-2.649, -1.273, -4.925], [-0.961, -0.339, -2.876], [-0.709, -2.045, -3.360], [-1.328, -1.544, -1.803], [-3.365, -2.215, -3.179], [-4.550, -0.092, -3.477], [-3.006, 0.811, -3.462], [-3.572, 0.019, -2.031], [-2.437, -2.159, -5.230], [2.428, 3.568, 3.809], [0.994, 3.587, 3.446], [0.185, 4.612, 4.200], [0.881, 3.840, 2.024], [2.928, 2.677, 3.439], [2.569, 3.590, 4.896], [2.893, 4.512, 3.513], [0.556, 2.589, 3.564], [-0.876, 4.591, 3.930], [0.572, 5.624, 4.086], [0.133, 4.376, 5.272], [-0.045, 3.654, 1.834]],
  "forces_ev_per_angstrom": [[0.996, -0.116, -0.871], [-0.008, 0.138, 0.354], [-0.652, 0.256, -0.826], [-0.300, -0.843, 0.398], [0.368, -0.676, 0.625], [0.152, -0.088, -0.898], [-0.132, 0.228, 0.311], [-0.008, 0.273, 0.384], [0.322, 0.085, -0.306], [-0.233, 0.114, 0.344], [-0.183, -0.084, 0.245], [-0.301, 0.012, 0.018], [0.321, -0.144, 0.323], [0.061, 0.288, 0.304], [0.139, -0.046, -0.136], [0.221, 0.511, -0.243], [-0.306, 0.553, -0.084], [-0.082, -0.032, 0.162], [0.133, 0.072, 0.136], [-0.013, -0.037, 0.008], [-0.007, -0.198, -0.191], [0.339, -0.245, 0.194], [-0.219, -0.173, -0.165], [-0.254, 0.107, -0.044], [0.012, 0.801, -0.574], [0.082, -0.424, 0.409], [-1.303, -0.177, 0.557], [0.676, 1.155, -1.344], [-0.501, -0.200, 0.571], [-0.227, 0.053, -0.214], [0.064, -0.078, 0.311], [0.183, 0.087, -0.137], [-0.524, 0.558, -0.121], [-0.027, 0.008, 0.141], [0.110, -0.148, 0.054], [-0.048, -0.186, 0.117], [0.145, -0.034, -0.302], [0.783, 0.106, -0.138], [-0.090, -0.539, 0.211], [-0.029, -0.302, 0.393], [0.024, 0.006, -0.040], [0.193, -0.160, 0.060], [0.097, 0.110, 0.082], [-0.207, -0.056, -0.141], [0.140, -0.056, -0.035], [0.073, -0.304, -0.018], [0.318, -0.176, 0.195], [0.034, -0.045, -0.025], [0.713, 0.641, -0.436], [-0.519, -0.525, 0.131], [-0.080, -0.888, -0.102], [0.790, 0.213, 0.117], [-0.082, -0.018, 0.175], [-0.225, -0.251, -0.174], [-0.305, 0.009, 0.166], [0.009, 0.048, -0.015], [0.187, 0.268, -0.035], [0.101, 0.152, -0.036], [-0.021, 0.355, 0.170], [-0.773, 0.012, 0.000], [0.772, 0.270, 1.223], [0.571, 0.632, -0.819], [-0.572, 0.429, 1.196], [-0.358, -0.447, 0.360], [0.005, -0.050, -0.722], [-0.087, 0.026, -0.157], [-0.577, -0.430, -0.128], [0.038, -0.130, -0.109], [0.072, 0.022, -0.230], [0.061, -0.133, -0.352], [0.002, -0.159, -0.090], [0.127, -0.013, -0.122], [0.816, 0.399, 0.933], [-1.130, -0.135, -1.067], [-0.693, -0.152, 0.919], [0.185, 0.074, 0.412], [0.236, 0.227, -0.307], [-0.280, -0.301, 0.003], [0.169, -0.279, -0.516], [0.001, 0.055, 0.498], [0.165, 0.088, -0.463], [0.060, -0.019, -0.117], [0.409, 0.043, -0.061], [-0.116, 0.015, -0.299]]
}

=====

{
  "formula": "C3H4O3",
  "method": "ωB97M-V/def2-TZVPD",
  "smiles": "O=CC(O)C=O",
  "de_lowest_ev": 2.8042,
  "e_homo_ev": -9.76,
  "elements": ["O", "C", "C", "O", "C", "O", "H", "H", "H", "H"],
  "positions_angstrom": [[-2.018, -0.167, 0.722], [-0.825, -0.041, 0.727], [0.002, 0.415, -0.463], [0.413, 1.745, -0.224], [0.848, -0.983, -0.595], [0.269, -1.847, 0.029], [-0.188, -0.152, 1.639], [-0.613, 0.475, -1.369], [0.418, 1.941, 0.728], [1.695, -1.385, -1.194]],
  "forces_ev_per_angstrom": [[0.256, 0.134, 0.228], [-0.729, 0.230, 0.151], [-0.049, -0.732, -0.152], [0.840, -0.456, -0.004], [-0.589, -0.015, 0.387], [0.444, -0.009, -0.277], [-0.391, 0.118, 0.013], [0.081, -0.317, 0.120], [0.153, -0.260, -0.339], [-0.018, 1.306, -0.128]]
}

=====

{
  "formula": "C18H40BrFIN2O5PSb",
  "method": "ωB97M-V/def2-TZVPD",
  "charge": -1,
  "e_homo_ev": -3.92,
  "elements": ["C", "N", "C", "Sb", "O", "C", "C", "C", "C", "C", "C", "O", "C", "C", "O", "C", "C", "C", "Br", "C", "C", "F", "P", "O", "I", "H", "H", "H", "H", "H", "H", "H", "H", "H", "H", "H", "H", "H", "H", "H", "H", "H", "H", "H", "H", "H", "H", "H", "H", "H", "H", "H", "H", "H", "H", "H", "H", "H", "C", "C", "O", "N", "C", "H", "H", "H", "H", "H", "H", "H"],
  "positions_angstrom": [[-6.657, 3.664, 1.461], [-5.640, 2.672, 1.076], [-4.501, 3.352, 0.426], [-2.748, 2.000, 0.096], [-1.091, 0.841, -0.299], [-2.547, 1.686, 2.262], [-1.152, 1.234, 2.730], [-0.901, -0.267, 2.565], [-0.054, -0.879, 3.706], [1.430, -0.925, 3.368], [1.750, -1.875, 2.227], [3.152, -2.178, 2.146], [3.647, -1.909, 0.913], [3.706, -3.015, -0.097], [4.051, -0.863, 0.636], [-2.959, 2.438, -2.108], [-1.682, 2.287, -2.900], [-1.516, 0.893, -3.463], [-1.835, 3.468, -4.536], [-4.005, 0.218, -0.281], [-4.669, -0.494, 0.880], [-3.312, -0.771, -1.004], [-1.293, 4.104, 0.517], [0.344, 3.646, 0.498], [-1.456, 5.707, -1.330], [-6.218, 4.613, 1.791], [-7.260, 3.245, 2.267], [-7.302, 3.842, 0.602], [-5.304, 2.267, 1.945], [-4.138, 4.151, 1.095], [-4.856, 3.803, -0.499], [-0.352, 1.398, -0.584], [-3.288, 1.039, 2.735], [-2.686, 2.674, 2.712], [-1.133, 1.435, 3.810], [-0.356, 1.844, 2.313], [-0.297, -0.376, 1.669], [-1.811, -0.829, 2.376], [-0.157, -0.257, 4.595], [-0.435, -1.871, 3.950], [1.757, 0.074, 3.080], [2.029, -1.201, 4.239], [1.471, -1.355, 1.310], [1.113, -2.761, 2.268], [3.531, -2.631, -1.095], [3.042, -3.848, 0.132], [4.732, -3.406, -0.087], [-3.649, 1.695, -2.516], [-3.454, 3.386, -2.274], [-0.784, 2.626, -2.396], [-0.518, 0.749, -3.869], [-2.260, 0.718, -4.232], [-1.663, 0.138, -2.690], [-4.793, 0.545, -0.962], [-3.913, -0.827, 1.592], [-5.128, -1.409, 0.499], [-5.420, 0.084, 1.408], [0.633, 3.771, 1.412], [7.733, -5.355, -2.304], [6.989, -4.079, -1.988], [6.441, -3.896, -0.912], [6.943, -3.122, -2.950], [7.524, -3.153, -4.278], [7.681, -6.014, -1.442], [7.280, -5.859, -3.158], [8.782, -5.141, -2.516], [6.430, -2.298, -2.671], [8.225, -2.323, -4.384], [6.732, -3.036, -5.020], [8.047, -4.085, -4.462]],
  "forces_ev_per_angstrom": [[0.137, -0.654, -0.162], [0.074, 0.597, 0.300], [0.014, -0.427, 0.644], [-1.004, -0.667, -1.378], [0.205, 0.298, 0.064], [0.952, 0.582, 0.320], [-0.928, -0.372, 0.858], [1.235, 0.110, -0.231], [-0.317, 0.292, -0.156], [0.316, -0.168, 0.160], [-0.522, 0.758, -0.410], [-0.518, -0.648, 0.807], [-0.923, -3.204, -0.349], [0.084, -0.919, 0.565], [1.601, 4.346, -0.708], [0.373, -0.572, -0.177], [-0.776, -0.131, -0.283], [0.251, -0.358, 0.254], [0.309, 0.155, -0.063], [-0.719, -0.036, 0.185], [0.570, -0.607, 0.056], [0.268, -0.087, -0.068], [0.594, 0.558, 0.994], [-0.497, -0.084, 0.019], [0.064, -0.034, -0.090], [-0.024, 0.059, 0.039], [-0.170, 0.084, 0.020], [-0.096, 0.217, -0.016], [0.121, -0.085, -0.140], [0.042, 0.188, -0.228], [0.134, -0.023, -0.133], [-0.148, -0.090, 0.221], [-0.165, -0.124, -0.344], [-0.260, 0.146, -0.194], [0.105, 0.075, 0.063], [0.093, -0.083, -0.320], [-0.361, -0.110, -0.391], [-0.207, 0.092, 0.199], [-0.154, -0.100, 0.189], [0.132, -0.184, 0.093], [0.102, 0.115, -0.006], [-0.045, -0.124, 0.080], [-0.083, -0.118, -0.167], [0.385, -0.358, 0.190], [-0.125, 0.149, -0.056], [-0.128, 0.076, -0.029], [-0.386, 0.136, 0.039], [-0.143, -0.115, 0.170], [0.211, 0.387, 0.289], [0.032, 0.318, -0.028], [0.062, 0.014, -0.236], [-0.050, -0.019, -0.190], [0.008, 0.169, 0.242], [-0.049, 0.275, -0.019], [-0.001, 0.054, 0.129], [-0.210, -0.001, -0.040], [-0.019, 0.257, -0.137], [0.161, 0.118, -0.322], [-0.015, -0.027, 0.036], [-0.135, 0.160, 0.139], [0.480, -0.263, -0.147], [0.098, -0.208, 0.014], [-0.260, 0.357, 0.194], [-0.058, 0.085, 0.041], [0.117, 0.004, -0.054], [-0.018, -0.059, -0.112], [0.018, -0.009, -0.019], [0.072, -0.081, -0.141], [0.110, -0.063, -0.124], [-0.017, -0.018, 0.057]]
}